(1)
{"formula": "C28H55Br2F3N5O7PS3Si2", "method": "the ωB97M-V functional and the def2-TZVPD basis", "homo_ev": -4.6, "symbols": ["Br", "Br", "S", "S", "S", "P", "Si", "Si", "F", "F", "F", "O", "O", "O", "O", "O", "O", "O", "N", "N", "N", "N", "N", "C", "C", "C", "C", "C", "C", "C", "C", "C", "C", "C", "C", "C", "C", "C", "C", "C", "C", "C", "C", "C", "C", "C", "C", "C", "C", "C", "C", "H", "H", "H", "H", "H", "H", "H", "H", "H", "H", "H", "H", "H", "H", "H", "H", "H", "H", "H", "H", "H", "H", "H", "H", "H", "H", "H", "H", "H", "H", "H", "H", "H", "H", "H", "H", "H", "H", "H", "H", "H", "H", "H", "H", "H", "H", "H", "H", "H", "H", "H", "H", "H", "H", "H"], "coordinates": [[6.2646, -5.5599, 3.1346], [4.0079, -7.8852, 2.2379], [-2.0863, -2.0200, -1.5785], [3.6083, -1.1076, -1.5345], [0.7392, -3.2776, -4.2423], [2.4309, -3.1272, -3.2852], [-6.8947, 6.5738, -2.3399], [-5.6736, 4.8589, -0.2354], [5.8122, -7.6041, 0.2847], [6.6015, -5.2918, 0.4942], [3.9637, -6.6125, -0.1233], [-0.9250, -7.7346, -1.4439], [-1.7142, -1.1575, -2.6472], [3.4322, -0.5900, 1.5334], [-3.3651, -1.7469, -0.9886], [4.3966, 2.8900, 1.3352], [-0.4586, -5.9402, -0.2907], [0.9454, -1.7177, -1.6219], [1.2964, -1.4841, 0.7983], [2.2635, -3.3058, -0.4466], [2.4207, -3.2499, 1.8817], [0.0463, 0.1105, -0.6360], [-5.7397, 6.2854, -1.1338], [5.5324, -5.4943, 1.3372], [-8.6699, 6.5746, -1.6866], [3.2776, -4.4383, 1.9081], [2.1711, -2.3079, -1.5534], [2.0623, -0.3152, 1.2444], [4.6036, -4.2791, 1.0920], [4.8842, -6.8437, 0.8506], [5.4109, 3.7284, 0.7876], [2.0693, -2.7273, 3.2285], [0.4160, -1.2780, -0.3601], [1.9977, -2.6936, 0.7907], [4.5211, -2.2194, 3.8400], [3.2146, -2.2209, 4.0903], [-0.1239, -6.9599, -1.1624], [-6.7959, 5.3449, -3.7743], [-1.9363, 1.4677, -0.6568], [-1.0051, 0.7047, 1.6114], [5.3576, 3.8294, -0.7581], [4.5413, 1.5420, 0.9013], [-4.2263, 4.9758, 0.9867], [-6.5867, 8.2888, -3.0767], [0.7324, -5.3306, 0.2809], [-0.8474, 0.6903, 0.0849], [1.4081, -4.4626, -0.8248], [4.0458, 0.6084, 2.0324], [-7.2264, 4.5543, 0.7962], [-5.3570, 3.3296, -1.2989], [-0.9260, -2.0718, -0.1741], [2.9175, -1.8174, 5.0719], [1.6318, 0.0423, 2.2060], [1.6459, -3.6034, 3.7595], [5.8315, 2.9266, -1.1831], [-7.0600, 3.7503, 1.5253], [1.3904, -6.1846, 0.5193], [0.3774, -4.7968, 1.1719], [-0.4405, 1.5743, 1.9909], [6.4195, 3.4174, 1.1308], [4.4354, -4.2656, 0.0067], [3.3685, 1.1551, 2.7133], [4.4281, -1.5537, -0.5434], [-5.7658, 5.2398, -4.1214], [4.9802, -1.9007, 2.8981], [-4.1563, 4.0577, 1.5860], [-4.5234, 3.5010, -1.9840], [-8.7502, 7.2009, -0.7958], [-7.3217, 8.5053, -3.8607], [5.2328, 4.7357, 1.1945], [2.0439, -5.1652, -1.3948], [5.6123, 1.3837, 0.6711], [-5.5895, 8.3454, -3.5188], [-0.6750, -3.1536, -0.0779], [4.9368, 0.2712, 2.5854], [5.1509, -3.3675, 1.3640], [-2.0676, 0.8649, 1.8535], [-3.2810, 5.1083, 0.4533], [0.5815, -4.2183, -1.5233], [3.2859, -2.3382, -4.0801], [-6.2363, 3.0513, -1.8816], [3.9593, 1.3869, -0.0289], [3.6389, -4.6095, 2.9369], [-9.0108, 5.5675, -1.4391], [1.2591, -1.9834, 3.1855], [2.0810, 0.5530, 0.5686], [-1.4018, -1.8587, 0.7954], [-7.5024, 5.4535, 1.3510], [-8.0741, 4.2565, 0.1769], [-7.4012, 5.6941, -4.6200], [-1.7620, 1.4610, -1.7395], [3.0745, -4.3868, -3.1115], [2.8031, -5.3833, 1.6245], [-2.1724, -3.3019, -2.0790], [0.8972, -7.0435, -1.5883], [-7.1725, 4.3595, -3.4926], [-9.3553, 6.9760, -2.4432], [-5.1019, 2.4703, -0.6622], [5.2334, -2.5052, 4.6267], [-1.9395, 2.4925, -0.2394], [5.9219, 4.7104, -1.1026], [-2.9330, 1.0432, -0.4395], [-4.3652, 5.8154, 1.6707], [-0.6474, -0.2420, 2.0475], [-6.6734, 9.0579, -2.3060], [4.3237, 3.9482, -1.1178]], "lowdin_charge": [0.84, 0.83, 0.67, 0.85, 0.22, 0.41, 0.20, 0.19, 0.08, -0.01, 0.02, 0.17, -0.31, -0.22, -0.33, -0.15, -0.03, -0.13, 0.10, 0.01, 0.04, 0.16, -0.25, -0.79, -0.21, -0.13, -0.86, -0.18, -0.13, -0.90, -0.26, -0.09, -0.45, -0.23, -0.01, -0.13, -0.35, -0.21, -0.01, -0.01, -0.07, -0.20, -0.22, -0.22, -0.15, -0.34, -0.16, -0.14, -0.21, -0.21, -0.12, 0.12, 0.13, 0.15, 0.07, 0.01, 0.10, 0.13, 0.11, 0.12, 0.11, 0.14, -0.10, 0.02, 0.06, 0.00, 0.02, 0.02, 0.01, 0.12, 0.09, 0.13, 0.01, 0.09, 0.12, 0.11, 0.10, 0.00, 0.09, -0.02, 0.00, 0.10, 0.10, 0.00, 0.13, 0.14, 0.11, 0.02, 0.00, 0.01, 0.09, 0.00, 0.07, 0.09, 0.16, 0.00, 0.01, 0.00, 0.08, 0.10, 0.08, 0.09, 0.01, 0.06, 0.01, 0.09]}

(2)
{"formula": "C28H55NO12S5", "method": "the ωB97M-V functional and the def2-TZVPD basis", "smiles": "CCCOC[C@H]1CCNC1=O.O=S1(=O)CCCC1.O=S1(=O)CCCC1.O=S1(=O)CCCC1.O=S1(=O)CCCC1.O=S1(=O)CCCC1", "homo_ev": -9.1, "symbols": ["S", "S", "S", "S", "S", "O", "O", "O", "O", "O", "O", "O", "O", "O", "O", "O", "O", "N", "C", "C", "C", "C", "C", "C", "C", "C", "C", "C", "C", "C", "C", "C", "C", "C", "C", "C", "C", "C", "C", "C", "C", "C", "C", "C", "C", "C", "H", "H", "H", "H", "H", "H", "H", "H", "H", "H", "H", "H", "H", "H", "H", "H", "H", "H", "H", "H", "H", "H", "H", "H", "H", "H", "H", "H", "H", "H", "H", "H", "H", "H", "H", "H", "H", "H", "H", "H", "H", "H", "H", "H", "H", "H", "H", "H", "H", "H", "H", "H", "H", "H", "H"], "coordinates": [[-2.1836, 6.0162, -2.0884], [8.0405, 5.0612, 3.9095], [2.7387, 3.5423, 1.4595], [-4.3531, 0.8033, -4.2916], [-1.8711, -8.6170, 2.6616], [-5.1509, 0.6714, -5.4845], [-4.9185, 1.4059, -3.1090], [-1.8579, 4.6139, -1.9912], [-0.5028, -8.6489, 3.1060], [-0.3473, -1.9974, -1.3987], [-1.6211, 6.9551, -1.1504], [4.1760, 3.5878, 1.3262], [2.1436, 2.6391, 2.4158], [-2.3584, -7.4879, 1.9061], [7.8658, 4.8732, 5.3276], [0.3008, -4.6221, -0.3894], [8.1991, 6.3901, 3.3713], [0.1737, -0.2802, 0.0433], [-1.8698, 6.5556, -3.7667], [8.7603, 2.9624, 2.4280], [0.7009, -3.9922, 0.8013], [-2.9793, -8.9046, 4.0384], [2.0829, 5.1939, 1.7360], [1.4730, -1.6004, 1.4887], [-2.1201, -4.4309, 0.1748], [-3.4667, -5.1062, -0.1100], [6.7492, 4.2194, 3.0032], [7.4750, 3.5608, 1.8381], [-4.0333, -9.8528, 3.4767], [0.3625, -2.4965, 0.9269], [-0.9607, -5.2724, -0.3449], [-3.2660, -10.8904, 2.6449], [0.7911, -0.2386, 1.4004], [-1.7647, 0.8469, -3.8891], [-3.1821, 6.2832, -4.4948], [0.7811, 4.2278, -0.1358], [-2.1140, -0.6337, -4.0864], [-3.9740, 6.1800, -2.1550], [1.2890, 5.5453, 0.4690], [-3.6214, -0.7807, -3.8490], [1.9759, 3.2814, -0.1365], [9.3997, 4.0365, 3.3168], [-2.8115, 1.6335, -4.6703], [-4.2952, 6.7452, -3.5439], [0.0026, -1.6654, -0.2969], [-2.2720, -10.1245, 1.7635], [-1.8671, -0.9343, -5.1068], [-4.3119, 7.8357, -3.5043], [1.9405, 6.0497, -0.2473], [10.0680, 4.6888, 2.7584], [1.7117, 2.2292, -0.2321], [-1.8194, 1.1050, -2.8295], [-0.7583, 0.1216, 0.0688], [-2.9023, 2.6773, -4.3789], [-2.0968, -3.4511, -0.3121], [2.9175, 5.8637, 1.9265], [-0.0199, 3.8172, 0.4820], [0.2942, -4.5213, 1.6774], [-4.2838, 6.8332, -1.3433], [-4.3872, 5.1841, -2.0088], [-3.5114, -5.4319, -1.1564], [-1.5487, -1.2696, -3.4068], [-4.6113, -10.3183, 4.2733], [6.3081, 3.4802, 3.6708], [2.7109, 3.5533, -0.8938], [-0.8815, -6.2075, 0.2316], [-4.7258, -9.3002, 2.8385], [-1.1755, -5.5456, -1.3848], [-2.0351, -4.2804, 1.2601], [-2.3939, -9.3717, 4.8298], [-3.8549, -0.9554, -2.8004], [-4.2901, -4.4045, 0.0584], [-1.3463, -10.6653, 1.5859], [8.5107, 2.0866, 3.0300], [0.4677, 6.2225, 0.6949], [-4.0823, -1.5502, -4.4626], [-2.6584, 1.5536, -5.7463], [2.3022, -1.5934, 0.7679], [-3.6234, -5.9729, 0.5373], [7.7235, 4.3113, 1.0846], [-3.2804, 5.2141, -4.6936], [9.9175, 3.6301, 4.1817], [0.3836, 4.3656, -1.1367], [-3.3684, -7.9467, 4.3746], [5.9969, 4.9421, 2.7026], [6.8463, 2.8082, 1.3673], [-1.6411, 7.6203, -3.7268], [-5.2762, 6.4135, -3.8791], [-2.7255, -11.5653, 3.3109], [-2.7110, -9.8209, 0.8153], [-0.5005, -2.3590, 1.5969], [1.4399, 0.6280, 1.5034], [-0.7573, 1.0736, -4.2342], [-3.9361, -11.4962, 2.0374], [9.4509, 2.6396, 1.6502], [-3.2205, 6.8060, -5.4490], [1.7913, -4.1044, 0.8557], [-1.0180, 6.0020, -4.1544], [1.8140, -1.8394, 2.4960], [1.4453, 5.1363, 2.6159], [-0.0059, -0.1754, 2.1529]], "lowdin_charge": [0.66, 0.66, 0.68, 0.66, 0.67, -0.33, -0.33, -0.33, -0.32, 0.10, -0.32, -0.33, -0.33, -0.33, -0.33, -0.13, -0.33, 0.06, -0.23, -0.21, -0.17, -0.23, -0.21, -0.13, -0.24, -0.10, -0.25, -0.22, -0.22, -0.21, -0.21, -0.21, -0.18, -0.22, -0.21, -0.22, -0.21, -0.21, -0.20, -0.21, -0.22, -0.22, -0.23, -0.21, -0.42, -0.22, 0.12, 0.12, 0.12, 0.10, 0.09, 0.12, 0.13, 0.09, 0.10, 0.10, 0.12, 0.13, 0.10, 0.11, 0.07, 0.09, 0.11, 0.11, 0.11, 0.11, 0.12, 0.13, 0.11, 0.11, 0.10, 0.07, 0.10, 0.12, 0.11, 0.10, 0.11, 0.13, 0.05, 0.12, 0.11, 0.10, 0.09, 0.11, 0.09, 0.11, 0.11, 0.12, 0.12, 0.10, 0.15, 0.07, 0.12, 0.11, 0.11, 0.12, 0.13, 0.11, 0.13, 0.11, 0.12]}

What DFT total energy values result from the calculations? In sequence: -257489.719; -110162.695 eV.
What HOMO-LUMO gap values result from the calculations? In sequence: 2.25; 9.56 eV.